No. 1
Molecular formula: C15H36N2O6P2
Method: DFT, ωB97M-V/def2-TZVPD

```
61
Properties=species:S:1:pos:R:3:forces:R:3
P 2.837778 0.407322 0.093487 -1.16 -15.87 -7.19
P -2.528005 0.936127 0.110359 14.12 5.40 -5.50
O 3.077006 1.275986 1.045801 2.70 10.88 11.42
O -2.438474 2.494092 -0.965239 2.73 -4.19 3.13
O -3.817233 0.605690 0.070215 -12.11 -3.71 1.34
O -1.633240 1.155490 1.375374 -0.85 0.09 1.30
O 4.213073 -0.456048 -0.346097 -6.30 3.61 -3.74
O 2.120997 0.916757 -1.147658 -2.06 -5.97 -0.21
N 1.948255 -1.027496 0.747038 0.47 2.40 -1.68
N -0.633883 -1.132121 -0.544127 -1.84 3.99 2.43
C -1.379090 -0.006076 -1.091109 3.29 2.56 -1.24
C -3.225307 -3.586488 0.349112 -5.41 4.91 -2.31
C -3.516627 4.327180 0.569613 3.49 -11.38 -1.10
C -3.467180 3.288268 -0.753196 -5.43 4.54 -1.56
C -0.408799 1.854323 1.448936 1.21 4.03 -2.70
C 1.449627 -2.087132 -0.116677 3.32 6.75 -6.35
C -2.464074 -2.467548 -0.522705 -6.47 0.10 12.52
C 0.263894 1.907236 2.722058 -8.99 -5.21 4.41
C 5.108288 -0.519707 0.587166 3.90 -12.91 -6.87
C 0.378909 -1.835175 -1.153889 3.95 10.24 1.18
C 4.974108 -1.876406 1.235037 4.90 0.51 1.82
C -4.414413 -4.282380 -0.364895 0.48 -0.74 0.03
C 2.331795 2.097517 -1.555893 0.02 11.26 0.47
C 3.649103 2.299542 -2.251915 -1.97 16.40 11.21
C -1.511888 -1.857382 0.312318 4.00 -0.95 1.99
H -2.647928 4.811456 0.501690 3.50 2.00 0.49
H 4.518449 2.109583 -1.750926 2.02 -0.33 2.62
H 3.713947 1.719990 -2.848382 1.03 -12.11 -14.87
H 3.855680 3.594156 -2.552819 -1.02 -4.30 0.40
H 1.503222 2.565630 -2.162745 0.63 -1.24 0.26
H -4.005602 -4.714396 -1.276705 0.08 -1.41 0.21
H -0.504163 3.005118 1.229207 -0.66 -2.14 -0.46
H 5.456985 0.176611 1.032336 3.37 9.29 5.94
H -0.888545 -2.639128 0.973948 -1.28 1.57 -1.36
H -2.758004 -4.311387 0.800795 3.62 -3.65 2.16
H 1.177728 2.132796 2.914116 5.89 1.51 0.27
H -0.451458 2.436091 3.367676 0.67 0.84 0.16
H -3.855383 -3.121756 1.131342 1.07 0.58 0.26
H 2.269359 -2.240780 -0.782890 1.13 -1.01 -0.23
H -4.846575 -5.015373 0.462947 0.39 1.31 -2.46
H 1.281868 -2.869026 0.333471 -1.63 -7.97 5.21
H 6.111487 -2.048738 1.807732 -3.61 0.08 -1.27
H 0.795417 -0.800565 -1.934147 -0.71 -3.64 1.75
H -0.046581 0.868933 3.288703 1.58 1.63 -1.36
H -1.894068 -1.144502 0.980079 -0.88 0.45 1.45
H -4.491667 2.702043 -0.648534 1.83 1.13 -0.62
H -5.121452 -3.631237 -0.912475 -0.25 0.18 1.38
H 0.013492 -2.500988 -1.719418 -1.73 -5.94 -4.39
H 1.151121 -0.574343 1.114893 -1.35 0.50 1.15
H 0.289326 1.500400 0.732927 0.21 -0.65 -1.22
H -0.577731 0.936387 -1.789240 -1.87 -2.57 2.78
H -4.292030 4.884042 0.644506 -5.42 3.21 0.55
H -3.480499 3.977849 -1.743980 -0.50 -1.36 2.04
H 4.153645 -1.847469 1.872475 -1.23 -0.32 1.70
H -3.218364 -1.898352 -0.769858 -3.54 3.29 -1.96
H -1.849809 -0.265330 -1.992771 -1.70 -0.36 -1.03
H -2.108104 -2.972097 -1.130149 6.17 -7.75 -11.09
H -3.464379 3.256457 1.279181 -0.19 3.92 -0.65
H 4.816172 -2.647338 0.505390 0.18 -0.23 -0.40
H 6.243356 -0.836913 -0.277425 -2.33 1.20 2.52
H 2.236440 2.970593 -0.534066 0.50 -2.47 -2.73
```
Positions in Å, forces in eV/Å.

For the largest force on an atom, the calculation gives 19.96 eV/Å.

Atom charges from the Löwdin analysis, given in e for atoms 1 to 4: P 0.424; P 0.590; O -0.109; O -0.251

No. 2
Molecular formula: C5H10O2
Method: DFT, ωB97M-V/def2-TZVPD

```
17
Properties=species:S:1:pos:R:3:forces:R:3
O -0.823641 2.004765 -1.647029 -0.04 -0.04 -0.30
O 0.988101 0.320671 -0.707293 0.05 0.18 -0.16
C 0.923260 -1.086254 -0.707582 -0.04 -0.12 0.15
C -0.184342 -0.245030 1.305997 0.03 0.03 -0.18
C 0.065190 0.838875 0.242863 -0.09 0.27 0.01
C -1.178611 1.226226 -0.533427 -0.22 -0.06 0.27
C 0.706475 -1.419279 0.805297 0.04 -0.04 -0.10
H 0.094976 -1.470553 -1.337912 0.02 0.19 0.41
H -1.851479 1.812386 0.097484 -0.01 -0.01 -0.07
H -0.112274 1.503729 -2.077332 -0.08 0.27 0.08
H 1.840585 -1.343479 -1.260118 -0.11 -0.63 0.83
H 1.645060 -1.392847 1.371263 -0.05 -0.13 -0.36
H 0.059251 0.119791 2.315853 0.21 -0.29 -0.40
H -1.714935 0.307433 -0.838513 0.10 0.18 0.06
H 0.216130 -2.380369 0.984581 0.20 0.07 -0.15
H 0.576257 1.722244 0.628260 -0.30 0.12 0.17
H -1.250004 -0.518310 1.357606 0.29 0.00 -0.26
```
Positions in Å, forces in eV/Å.

For the largest force on an atom, the calculation gives 1.05 eV/Å. Its SMILES is OC[C@H]1CCCO1.

Atom charges from the Löwdin analysis, given in e for atoms 1 to 4: O -0.051; O -0.140; C -0.184; C -0.119

No. 3
Molecular formula: C23H21CdClI2N8O4S2
Method: DFT, ωB97M-V/def2-TZVPD

```
62
Properties=species:S:1:pos:R:3:forces:R:3
I 10.386950 13.484515 6.422935 0.71 -0.56 0.54
I 13.449728 11.910479 7.468439 0.66 -0.15 -0.20
Cd 10.584444 7.709092 10.941085 0.03 0.15 -0.35
Cl 16.001646 10.496666 11.449353 0.81 0.06 -0.24
S 10.735297 8.965438 8.524508 -1.37 -1.02 0.11
S 12.002119 6.523109 12.846085 1.20 -0.25 -0.76
O 10.464249 11.417757 13.072832 0.23 0.42 0.16
O 10.037877 9.453221 12.150365 -1.47 -0.66 0.06
O 12.726786 12.585622 13.898806 -0.42 -0.63 -0.32
O 14.855338 12.306608 13.614772 0.90 -0.48 -0.28
N 8.041191 9.493737 8.157340 -0.23 -0.73 0.87
N 10.855099 5.323707 14.851550 -1.16 -0.01 1.26
N 8.630583 7.510735 7.458935 1.06 0.38 -0.40
N 12.490808 9.121928 11.320635 -1.44 -0.31 -0.37
N 7.522923 10.192157 10.372248 1.30 0.80 -0.95
N 9.852138 7.268068 14.248675 0.54 -1.34 0.21
N 13.764593 9.107562 11.035480 0.72 0.42 0.13
N 8.033212 5.704460 10.429741 0.22 0.08 0.10
C 16.159048 6.452216 10.309559 -0.58 0.50 -0.25
C 14.382566 10.145672 11.650867 -0.18 0.41 0.85
C 15.853619 6.019030 9.013370 -1.16 -0.32 0.66
C 13.748281 11.929957 13.343279 -0.17 1.87 0.94
C 11.399400 12.049152 7.776636 -0.22 1.71 0.42
C 10.786488 10.392503 12.477274 1.61 -0.19 0.28
C 8.014266 10.560573 9.130987 -1.09 -1.18 3.08
C 15.431277 7.425461 11.009884 0.63 -0.57 0.25
C 9.433847 6.329744 7.152889 2.00 1.40 0.73
C 6.924902 8.839209 7.688791 -1.45 0.91 -0.54
C 13.455205 10.846032 12.424888 -0.41 -2.05 -1.65
C 13.992221 7.609751 9.116372 1.39 -0.75 0.38
C 8.950310 6.337726 10.742265 -0.40 -0.19 -0.39
C 14.319551 7.971077 10.412085 1.41 0.40 -0.67
C 12.258332 10.121526 12.111963 -0.81 1.91 0.98
C 8.541376 12.717875 9.922278 0.87 0.92 -0.66
C 8.282006 12.319862 11.195542 -0.22 0.46 0.76
C 14.731492 6.641346 8.446656 0.72 -0.24 1.27
C 10.859494 6.352321 14.008101 -2.58 1.20 1.51
C 7.307170 7.672370 7.118866 -0.39 0.53 1.48
C 7.719764 11.077874 11.376860 -0.93 -1.47 -0.99
C 9.062556 8.611363 8.083610 2.34 0.56 -0.16
C 8.461440 11.817309 8.892359 -0.66 -0.24 -2.59
H 7.341003 10.801995 12.361239 0.20 -0.18 -0.30
H 10.193691 6.138172 7.930838 -1.05 -0.02 0.33
H 10.976787 11.078736 7.637231 -0.36 -0.18 -0.12
H 16.289027 5.104747 8.512445 -0.08 1.52 0.69
H 8.891855 13.698387 9.626290 -0.04 0.24 0.46
H 11.868649 12.188770 13.608015 -0.33 0.13 0.04
H 11.523721 4.616410 14.821360 1.28 -0.95 -0.54
H 8.416900 12.939864 12.069447 0.10 0.18 -0.14
H 15.762661 7.791414 12.010547 -0.31 -0.58 -0.99
H 16.995823 6.110232 10.823365 1.42 -0.94 0.63
H 5.955112 9.325807 7.863883 0.54 -0.58 -0.48
H 14.471604 6.345043 7.481369 -0.63 -0.19 -1.50
H 8.561723 12.099661 7.821452 0.35 -0.08 1.11
H 11.317850 12.415149 8.821729 -0.41 -0.24 -0.91
H 8.739439 5.574936 7.028610 -0.97 -1.89 -0.16
H 10.125106 6.406807 6.316110 -0.63 0.57 -0.70
H 9.022460 7.045697 14.803662 0.72 -0.12 -0.34
H 13.293867 8.153412 8.583374 -1.60 0.87 -0.86
H 10.260452 5.260080 15.674886 0.06 0.44 -0.53
H 6.721017 6.866866 6.761631 -0.34 -0.41 -0.41
H 9.757359 8.056974 13.649308 0.08 0.66 -0.57
```
Positions in Å, forces in eV/Å.

For the largest force on an atom, the calculation gives 3.48 eV/Å.

Atom charges from the Löwdin analysis, given in e for atoms 1 to 4: I 0.682; I 0.735; Cd 1.103; Cl 0.853

Record-wise Kohn-Sham gap values, in eV: 9.00 10.70 8.60
Record-wise ΔE to the lowest compared entry with this formula, charge and spin values, in eV: 22.934 1.545 1.135
Record-wise HOMO level values, in eV: -8.3968 -9.7143 -8.6936